Formula: C6H12CuO10
Source: the Open Molecules 2025 dataset
Level of theory: ωB97M-V with the def2-TZVPD basis set

Results
highest occupied orbital energy: 3.6 eV
net charge: -3
energy above the lowest of the compared OMol25 structures with the same formula, charge and spin: 0.2645 eV
Kohn-Sham gap: 3.29 eV
electronic energy: -2628.49056 Ha
multiplicity: 1

XYZ file:
```
29
C6H12CuO10, DFT ωB97M-V with the def2-TZVPD basis set
Cu -0.988 0.122 -0.090
C -1.862 2.590 -0.609
O -2.207 3.578 0.126
O -0.596 2.426 -0.940
O -2.724 1.669 -0.944
C -1.549 0.298 3.053
O -1.784 -0.153 1.850
O -0.294 0.395 3.435
O -2.504 0.596 3.841
C -0.053 -2.715 -1.242
C -1.376 -2.329 -1.828
O -1.259 -0.963 -2.249
O 0.219 -2.004 -0.034
H 0.775 -2.445 -1.918
H 0.066 -3.812 -1.184
H -2.221 -2.382 -1.135
H -1.603 -2.933 -2.720
H -2.048 -0.727 -2.747
H 1.096 -2.316 0.212
C 2.570 1.195 -0.274
C 2.312 0.820 1.191
O 1.394 1.646 1.790
O 1.499 1.019 -1.162
H 3.452 0.647 -0.639
H 2.839 2.267 -0.249
H 3.291 0.932 1.715
H 1.959 -0.222 1.245
H 0.889 1.148 2.543
H 0.709 1.656 -1.037
```